(1)
74
Properties=species:S:1:pos:R:3 method="wB97M-V/def2-TZVPD" e_tot_ev=-73496.5766 orbital_gap_ev="7.7 / 7.2" molar_mass_g_mol=800.88 relative_energy_kcal_mol=26.47 spin_multiplicity=3 total_charge=+2 lumo_energy_ev="-6.2 / -7.0" largest_force_ha_per_bohr=0.03040 s2=2.0143
W -0.084 -1.119 -0.223
Cl -5.559 -3.391 -0.083
C -3.883 -3.304 -0.476
C -3.500 -3.481 -1.832
C -2.195 -3.364 -2.225
C -1.227 -3.092 -1.241
O 0.019 -2.683 -1.509
C -1.591 -3.034 0.109
C -0.475 -3.011 1.066
N -0.323 -1.963 1.819
C 0.891 -1.952 2.585
C 0.973 -1.917 3.942
C 2.256 -1.993 4.548
C 3.391 -2.117 3.798
C 3.316 -2.143 2.380
C 4.417 -2.321 1.506
C 4.220 -2.348 0.154
C 2.923 -2.135 -0.355
N 1.883 -1.968 0.433
C 2.057 -2.017 1.790
C -2.951 -3.094 0.498
H -4.271 -3.694 -2.561
H -1.896 -3.454 -3.260
H 0.213 -3.861 1.094
H 0.080 -1.866 4.550
H 2.324 -1.983 5.626
H 4.356 -2.205 4.277
H 5.410 -2.452 1.918
H 5.036 -2.502 -0.535
H 2.743 -2.086 -1.423
H -3.236 -3.024 1.539
N 2.017 3.439 3.728
C 1.028 3.718 2.843
O 0.908 4.775 2.269
C 0.036 2.612 2.589
C -1.229 2.639 3.146
C -2.130 1.643 2.793
C -1.747 0.696 1.867
N -0.535 0.689 1.284
C 0.348 1.615 1.676
H 2.631 4.193 3.994
H 1.962 2.632 4.324
H -1.512 3.422 3.838
H -3.122 1.602 3.220
H -2.428 -0.088 1.565
H 1.324 1.585 1.217
O 0.178 -0.065 -2.117
C 1.141 0.641 -1.680
O 1.470 0.355 -0.477
C 1.789 1.692 -2.457
C 2.717 2.535 -1.848
C 3.300 3.549 -2.588
C 2.960 3.707 -3.926
C 2.043 2.859 -4.538
C 1.452 1.847 -3.802
H 2.973 2.403 -0.805
H 4.014 4.217 -2.129
H 3.419 4.500 -4.501
H 1.799 2.988 -5.582
H 0.751 1.167 -4.266
C -4.482 0.412 -1.239
P -2.760 0.539 -1.677
C -2.263 2.238 -1.478
C -2.610 0.129 -3.402
O -1.981 -0.381 -0.725
H -5.071 1.142 -1.795
H -4.600 0.597 -0.172
H -4.853 -0.588 -1.469
H -2.772 2.863 -2.212
H -1.188 2.335 -1.623
H -2.522 2.584 -0.476
H -3.412 0.631 -3.945
H -2.715 -0.945 -3.540
H -1.644 0.445 -3.788

=====

(2)
87
Properties=species:S:1:pos:R:3 method="wB97M-V/def2-TZVPD" e_tot_ev=-203124.3168 orbital_gap_ev="8.4 / 7.2" molar_mass_g_mol=932.61 relative_energy_kcal_mol=6.57 spin_multiplicity=2 lumo_energy_ev="0.4 / -0.6" largest_force_ha_per_bohr=0.01617 s2=0.7546
Ru 0.194 -1.439 -1.026
C -0.251 -5.161 -3.196
C -0.811 -4.088 -2.498
N 0.139 -3.233 -2.143
N 1.312 -3.719 -2.595
C 1.099 -4.879 -3.234
B 2.630 -2.938 -2.398
N 2.867 -2.776 -0.886
C 3.940 -3.007 -0.114
C 3.629 -2.657 1.185
C 2.312 -2.200 1.118
N 1.866 -2.292 -0.129
N 2.423 -1.530 -3.009
C 3.119 -0.853 -3.931
C 2.492 0.360 -4.151
C 1.382 0.341 -3.306
N 1.353 -0.804 -2.633
H -0.758 -6.012 -3.613
H -1.837 -3.888 -2.238
H 1.924 -5.414 -3.673
H 3.543 -3.502 -2.929
H 4.844 -3.407 -0.542
H 4.267 -2.706 2.049
H 1.669 -1.818 1.894
H 4.007 -1.282 -4.364
H 2.793 1.145 -4.822
H 0.631 1.093 -3.130
Se -1.334 -2.471 0.638
P -2.824 -1.075 -0.143
Se -1.923 -0.318 -1.960
C -4.415 -1.884 -0.443
C -5.419 -1.151 -1.075
C -6.655 -1.730 -1.302
C -6.895 -3.038 -0.897
C -5.898 -3.767 -0.270
C -4.653 -3.192 -0.043
C -3.223 0.211 1.060
C -3.832 -0.167 2.256
C -4.176 0.796 3.186
C -3.905 2.136 2.930
C -3.291 2.510 1.747
C -2.953 1.548 0.805
H -5.228 -0.132 -1.392
H -7.433 -1.162 -1.796
H -7.863 -3.488 -1.076
H -6.084 -4.786 0.042
H -3.866 -3.762 0.434
H -4.033 -1.214 2.458
H -4.645 0.504 4.117
H -4.163 2.887 3.665
H -3.062 3.551 1.556
H -2.462 1.828 -0.118
O 0.738 0.248 -0.209
Si 1.233 1.527 0.598
C 0.335 1.789 2.224
C -0.138 0.696 2.955
C -0.689 0.858 4.218
C -0.777 2.127 4.777
C -0.331 3.228 4.061
C 0.215 3.057 2.794
C 1.064 3.093 -0.429
C 1.986 4.137 -0.334
C 1.833 5.303 -1.075
C 0.754 5.442 -1.935
C -0.169 4.411 -2.055
C -0.011 3.252 -1.308
C 3.064 1.299 0.970
C 3.913 1.013 -0.105
C 5.267 0.789 0.085
C 5.804 0.839 1.366
C 4.981 1.117 2.446
C 3.624 1.349 2.246
H -0.092 -0.298 2.520
H -1.054 -0.003 4.765
H -1.201 2.256 5.765
H -0.407 4.220 4.488
H 0.560 3.927 2.244
H 2.842 4.037 0.325
H 2.561 6.100 -0.985
H 0.635 6.347 -2.517
H -1.009 4.509 -2.732
H -0.725 2.442 -1.423
H 3.502 0.961 -1.111
H 5.906 0.572 -0.763
H 6.861 0.664 1.519
H 5.395 1.158 3.447
H 2.991 1.568 3.100

=====

(3)
9
Properties=species:S:1:pos:R:3 method="wB97M-V/def2-TZVPD" e_tot_ev=-29263.7242 orbital_gap_ev=7.4 molar_mass_g_mol=143.20 relative_energy_kcal_mol=18.11 lumo_energy_ev=-1.3 largest_force_ha_per_bohr=0.05218
C 0.747 0.861 1.095
C 0.099 -0.308 1.125
C -0.875 -0.821 -1.648
N 0.896 1.581 -0.044
N -0.243 -0.028 -0.980
N 0.396 1.136 -1.083
S -0.516 -1.638 1.669
S -1.690 -2.052 -2.125
H 1.184 1.269 1.992